[1]
A single C6H12 molecule, computed with ωB97M-V with the def2-TZVPD basis set.

The calculation puts the energy relative to the best compared isomer or geometry (same formula, charge and spin) at 85.8 kJ/mol. Its SMILES is C=CCCCC. The calculation puts the HOMO energy at -9.592 eV.

Geometry as XYZ:
```
18
Properties=species:S:1:pos:R:3:forces:R:3:lowdin_charge:R:1
C -2.678 0.512 0.007 -0.122 0.020 -0.173 -0.13
C -1.532 -0.501 -0.047 -0.040 -0.205 0.032 -0.29
C -0.150 0.143 0.053 0.075 0.370 -0.524 -0.26
C 0.962 -0.901 0.044 0.381 -0.209 0.072 -0.23
C 2.380 -0.377 0.002 0.239 0.136 -0.300 -0.19
C 2.722 0.909 -0.025 -0.562 -0.181 0.333 -0.01
H -3.636 -0.014 -0.080 0.112 0.177 0.080 0.07
H -2.632 1.232 -0.836 0.087 -0.305 0.524 0.08
H -2.678 1.065 0.964 0.023 -0.149 -0.454 0.07
H -1.593 -1.095 -0.978 0.023 0.284 0.242 0.11
H -1.653 -1.238 0.765 0.019 0.244 -0.125 0.11
H -0.012 0.812 -0.830 -0.090 -0.309 0.583 0.12
H -0.099 0.786 0.952 0.046 -0.296 -0.305 0.12
H 0.841 -1.558 -0.837 -0.080 0.141 0.287 0.12
H 0.870 -1.559 0.926 -0.044 0.125 -0.251 0.12
H 3.186 -1.123 -0.080 -0.445 0.198 0.150 0.10
H 3.751 1.232 -0.049 0.109 -0.001 -0.090 0.05
H 1.951 1.675 0.049 0.267 -0.041 -0.080 0.05
```
Positions in Å, forces in eV/Å.



[2]
A single C6H12 molecule in a non-equilibrium geometry, computed with ωB97M-V with the def2-TZVPD basis set.

The calculation puts the energy relative to the best compared isomer or geometry (same formula, charge and spin) at 84.3 kJ/mol. Its SMILES is CCC=C(C)C. The calculation puts the HOMO energy at -8.821 eV.

Geometry as XYZ:
```
18
Properties=species:S:1:pos:R:3:forces:R:3:lowdin_charge:R:1
C 2.489 -0.224 0.472 -0.069 -0.614 0.815 -0.12
C 1.521 0.205 -0.639 0.250 0.221 0.598 -0.27
C 0.242 -0.523 -0.433 -0.264 -0.359 0.190 -0.12
C -0.975 -0.066 -0.138 -0.370 -0.063 -0.191 -0.35
C -1.308 1.377 0.082 0.425 0.706 0.031 -0.07
C -2.172 -0.981 0.060 0.270 -0.184 0.757 -0.07
H 2.734 -1.331 0.418 -0.124 1.332 0.001 0.09
H 3.393 0.391 0.465 0.073 -0.364 -0.109 0.06
H 2.005 -0.049 1.468 0.351 -0.192 -0.764 0.08
H 1.934 -0.085 -1.610 0.024 0.263 -0.016 0.11
H 1.414 1.293 -0.576 -0.057 -0.190 -0.306 0.09
H 0.451 -1.593 -0.403 -0.574 -0.146 -0.281 0.11
H -2.161 1.673 -0.529 -0.155 -0.035 0.067 0.07
H -0.493 2.089 -0.179 -0.457 -0.589 0.398 0.07
H -1.596 1.499 1.147 0.145 0.167 -0.527 0.09
H -3.079 -0.676 -0.471 0.311 0.211 -0.191 0.07
H -2.482 -1.011 1.132 0.324 -0.034 -0.594 0.09
H -1.915 -1.987 -0.265 -0.104 -0.129 0.121 0.07
```
Positions in Å, forces in eV/Å.



[3]
A molecular structure, C6H12As2F12O6Tl in a non-equilibrium geometry, computed with ωB97M-V with the def2-TZVPD basis set.

As for the spin multiplicity: 2. The calculation puts the HOMO energy (alpha / beta) at -11.127 / -11.103 eV.

Geometry as XYZ:
```
39
Properties=species:S:1:pos:R:3:forces:R:3:mulliken_spin:R:1
Tl -0.590 0.195 0.195 0.301 -0.605 -1.101 0.08
As -0.817 -3.859 -1.957 -0.094 -0.864 -1.376 0.00
F -0.166 -3.150 -3.481 -0.716 -0.131 1.417 0.00
F -1.465 -5.189 -2.987 0.525 1.466 1.433 0.00
F -1.389 -4.678 -0.468 0.602 1.318 -1.441 0.00
F -0.192 -2.368 -1.081 -0.380 -1.151 -0.073 0.01
F -2.411 -2.901 -2.113 2.284 -1.420 0.284 0.00
F 0.793 -4.731 -1.790 -2.228 1.418 0.096 0.00
As 3.250 2.095 1.738 1.439 0.693 -1.585 0.00
F 2.114 1.406 3.092 1.055 0.469 -0.929 0.08
F 4.618 2.326 2.802 -1.224 -0.134 -0.315 0.00
F 4.121 2.893 0.314 -1.429 -1.472 2.162 0.00
F 1.858 1.696 0.644 0.598 0.447 0.829 0.00
F 2.660 3.724 2.186 -0.062 -1.788 -0.379 0.00
F 3.935 0.487 1.375 -1.193 1.530 0.404 0.00
C -1.361 -0.565 5.883 -0.301 1.438 0.547 0.00
O -0.899 -0.383 4.533 0.899 0.715 -1.407 0.28
C -0.448 0.867 4.065 -1.943 -1.179 6.744 -0.07
O -0.411 1.099 2.913 0.640 0.347 -3.397 0.47
O -0.350 1.682 5.099 0.104 -0.705 -0.569 0.03
C 0.231 2.982 5.053 1.687 1.599 -0.301 0.00
H -1.514 -1.612 6.145 0.567 -0.023 -0.631 0.02
H -2.333 -0.092 6.023 -0.514 0.066 -0.531 0.04
H -0.777 0.035 6.581 0.543 -0.652 -0.096 0.01
H 0.633 3.273 6.024 -0.468 -0.744 0.373 0.00
H -0.430 3.803 4.773 -0.434 -0.614 -0.374 0.00
H 1.132 2.973 4.440 -0.299 -0.087 -0.465 0.00
C 1.164 -0.394 -4.916 0.927 -1.385 2.196 0.00
O -0.198 -0.060 -5.007 -2.039 0.180 -0.667 0.01
C -1.041 0.003 -3.980 -0.772 0.158 1.796 0.00
O -0.717 0.085 -2.751 -1.306 -0.174 -4.222 0.03
O -2.396 0.027 -4.411 1.512 0.354 2.174 0.00
C -2.766 0.021 -5.801 2.560 -0.396 -1.062 0.00
H 1.225 -1.255 -4.250 0.065 0.206 0.680 0.00
H 1.722 0.433 -4.477 0.168 -0.077 -0.437 0.00
H 1.603 -0.888 -5.783 -0.625 1.090 -0.782 0.00
H -3.787 0.124 -6.168 -0.414 0.127 1.628 0.00
H -2.407 -0.930 -6.193 0.012 0.066 -0.302 0.00
H -2.195 0.827 -6.262 -0.044 -0.087 -0.323 0.00
```
Positions in Å, forces in eV/Å.



[4]
A molecular structure, C6H12BBr6CaF4 in a non-equilibrium geometry, computed with ωB97M-V with the def2-TZVPD basis set.

As for the charge: +1. The calculation puts the HOMO energy at -12.697 eV.

Geometry as XYZ:
```
30
Properties=species:S:1:pos:R:3:forces:R:3:lowdin_charge:R:1
Ca 0.805 0.461 -1.099 -1.244 0.194 0.367 1.33
B 3.232 0.385 0.156 0.588 1.862 0.962 -1.12
F 2.862 0.542 -1.297 0.817 -0.278 0.101 -0.13
F 3.414 -0.900 0.460 -0.305 -0.386 -0.154 0.23
F 4.198 1.276 0.478 -0.460 -0.565 -0.337 0.22
F 1.920 0.904 0.790 0.319 -0.803 -0.885 -0.13
Br 0.674 -3.117 -1.625 -0.371 0.432 -0.253 0.69
C -0.141 -3.690 0.067 1.517 0.522 0.221 -0.63
C 1.002 -3.969 0.989 1.288 -1.681 1.494 -0.72
Br 0.558 -3.482 2.812 -0.415 0.098 0.368 0.67
H -0.751 -4.540 -0.118 -0.634 -0.488 -0.241 0.07
H -0.642 -2.854 0.503 -0.807 0.438 -0.272 0.01
H 1.913 -3.410 0.857 -0.014 0.338 -0.651 0.02
H 1.328 -5.033 1.100 -0.555 0.781 -0.583 0.08
Br -0.516 3.616 -0.240 0.726 0.070 -0.117 0.58
C 0.979 4.835 0.389 0.493 -1.088 0.458 -0.58
C 1.011 4.728 1.906 1.713 1.229 -0.358 -0.63
Br 2.527 5.870 2.560 -0.400 -0.384 -0.471 0.62
H 0.842 5.779 -0.124 -0.560 0.248 0.557 0.06
H 1.931 4.458 0.018 -0.247 -0.435 -0.216 0.06
H 1.261 3.765 2.314 -0.106 -0.479 -0.346 0.05
H 0.224 5.170 2.437 -1.447 0.346 0.326 0.03
Br -1.985 0.197 -2.160 0.015 0.692 0.004 0.63
C -2.878 -1.423 -1.393 -0.564 1.506 1.231 -0.58
C -4.329 -1.376 -1.825 -0.914 1.217 0.910 -0.69
Br -5.322 -3.049 -1.512 0.795 0.540 -0.203 0.65
H -2.609 -1.329 -0.334 -0.469 -0.485 -0.332 0.07
H -2.297 -2.082 -1.942 0.712 -1.994 -0.493 -0.01
H -4.232 -1.148 -2.886 -0.907 -0.269 -0.074 0.04
H -4.976 -0.587 -1.280 1.437 -1.179 -1.013 0.10
```
Positions in Å, forces in eV/Å.



[5]
A molecular structure, C6H12BF7LiO4 in a non-equilibrium geometry, computed with ωB97M-V with the def2-TZVPD basis set.

As for the charge: -1. The calculation puts the HOMO energy at -6.156 eV.

Geometry as XYZ:
```
31
Properties=species:S:1:pos:R:3:forces:R:3:lowdin_charge:R:1
Li 6.491 8.610 6.512 0.634 0.185 -0.428 0.66
B 9.119 9.540 7.042 0.300 -0.179 -0.847 -1.21
F 10.259 8.775 7.317 -0.485 0.497 0.520 0.11
F 8.902 9.449 5.645 -0.459 -0.032 -0.084 0.08
F 7.952 8.990 7.696 0.061 -0.190 -0.002 0.03
F 9.182 10.890 7.370 0.286 -0.096 0.380 0.12
C 5.183 6.613 5.961 0.687 -0.044 1.721 -0.43
O 6.634 6.347 6.162 -0.083 0.304 0.410 -0.12
O 4.898 7.898 6.218 -0.009 -2.192 -0.225 -0.23
C 4.941 6.197 4.530 -0.275 1.035 -1.783 -0.49
F 4.893 4.841 4.382 0.252 1.062 -0.265 0.11
F 3.716 6.704 4.250 0.122 -0.776 -0.606 0.11
F 5.788 6.739 3.536 -1.129 -1.255 1.831 0.08
C 6.965 5.852 7.460 -1.752 -0.840 0.320 -0.30
C 8.381 5.502 7.655 1.217 -2.465 0.498 -0.08
H 8.991 6.320 7.471 1.252 1.766 -0.267 0.04
H 8.596 5.161 8.704 -0.541 0.511 -0.725 0.10
H 8.798 4.677 7.047 -0.605 0.305 -0.122 0.09
H 6.326 4.964 7.592 0.125 0.052 0.280 0.12
H 6.747 6.525 8.301 -0.491 0.429 -0.477 0.12
H 4.589 5.771 6.560 0.922 1.541 -0.675 0.18
C 4.842 10.588 7.454 -1.232 -1.134 -0.064 -0.30
C 5.675 11.425 6.612 -0.891 0.168 -3.511 -0.20
O 6.143 10.486 5.591 -0.883 0.033 0.737 -0.10
O 3.682 10.102 6.806 -0.713 1.670 0.925 -0.06
H 4.606 11.208 8.303 -0.707 -0.174 0.677 0.12
H 5.464 9.751 7.746 -0.030 -0.146 0.807 0.09
H 6.467 11.798 7.225 0.743 0.759 -0.057 0.11
H 4.983 12.169 6.035 1.540 -0.699 1.319 0.16
H 7.009 10.665 5.276 1.405 0.583 -0.312 0.06
H 3.863 9.371 6.212 0.742 -0.676 0.025 0.04
```
Positions in Å, forces in eV/Å.